a:
C4H7NO3 | ωB97M-V with the def2-TZVPD basis set

The calculation puts the molar mass at 117.1 g/mol. The calculation puts the LUMO energy at 0.02368 Ha. For the HOMO energy, the calculation gives -8.409 eV. The calculation puts the gap between HOMO and LUMO at 9.054 eV.

ORCA input file:
```
! RIJCOSX wB97M-V def2-TZVPD def2/J DEFGRID3
* xyz 0 1
C 1.01965 1.19838 1.25904
N 0.78317 0.18931 0.25046
C 0.90862 -1.07958 0.49471
C -0.66067 -0.07349 -1.01922
C -1.93790 -0.07010 -0.64350
O 0.12764 -1.61384 -0.73845
O -0.15490 0.44648 -2.12183
O 1.36155 -1.85480 1.28379
H -0.48348 -2.32819 -0.49652
H 0.72044 0.80156 -1.90632
H 1.35938 0.75091 2.19681
H 1.76691 1.92068 0.92436
H 0.08304 1.73393 1.44858
H -2.29762 -0.66940 0.17734
H -2.59585 0.64814 -1.10924
*
```

=====

b:
C4H7NO3 | ωB97M-V with the def2-TZVPD basis set

The calculation puts the molar mass at 117.1 g/mol. The calculation puts the LUMO energy at 0.01790 Ha. For the HOMO energy, the calculation gives -9.621 eV. The calculation puts the gap between HOMO and LUMO at 10.109 eV.

ORCA input file:
```
! RIJCOSX wB97M-V def2-TZVPD def2/J DEFGRID3
* xyz 0 1
C 0.29489 0.02939 -0.10664
C -0.67415 -0.19210 -1.18154
C -0.65792 -0.89892 0.66933
C 0.34064 1.19200 0.51194
H 1.57420 -1.57400 -0.66909
H 2.43124 -0.34633 -0.06952
H -1.46000 0.61252 -1.52818
H -0.25327 -0.51201 -2.19203
H -1.15157 0.00033 1.37498
H -0.21132 -1.85550 1.21824
H -1.00900 2.22486 1.50913
N 1.69910 -0.57178 -0.59973
O -1.37076 -1.37267 -0.55165
O -0.96360 1.61247 0.77441
O 1.41151 1.65176 0.84035
*
```

=====

c:
C4H7NO3 | ωB97M-V with the def2-TZVPD basis set

The calculation puts the molar mass at 117.1 g/mol. The calculation puts the LUMO energy at 0.01238 Ha. As for the structure (SMILES): N/C(=C\C(=O)O)CO. For the HOMO energy, the calculation gives -8.657 eV. The calculation puts the gap between HOMO and LUMO at 8.994 eV.

ORCA input file:
```
! RIJCOSX wB97M-V def2-TZVPD def2/J DEFGRID3
* xyz 0 1
C -0.15073 0.31587 0.56735
C 0.02681 1.54502 1.42584
C -0.05981 0.48750 -0.71957
C 0.00648 -0.48069 -1.74916
H -0.79735 -1.60285 0.54780
H -0.94668 -0.73345 2.07570
H 0.74552 2.23764 1.04155
H -0.84175 2.19726 1.38626
H 1.26020 0.40593 2.45548
H -0.14752 1.62837 -0.76606
H 0.09289 -2.44287 -1.74887
N -0.46949 -0.80685 1.15939
O 0.33858 1.08173 2.75092
O -0.07273 -1.79527 -1.11859
O 0.35722 -0.19250 -2.91411
*
```

=====

d:
C4H7NO3 | ωB97M-V with the def2-TZVPD basis set

The calculation puts the molar mass at 117.1 g/mol. The calculation puts the LUMO energy at 0.02354 Ha. As for the structure (SMILES): NC(=O)[C@@]1(O)C[C@H]1O. For the HOMO energy, the calculation gives -9.563 eV. The calculation puts the gap between HOMO and LUMO at 10.203 eV.

ORCA input file:
```
! RIJCOSX wB97M-V def2-TZVPD def2/J DEFGRID3
* xyz 0 1
C 1.06851 0.42738 0.02833
C -0.00861 -0.62136 -0.00437
C -1.04519 -0.61058 1.16465
C -1.42424 -0.33426 -0.25846
H -0.16393 1.97876 -0.06904
H 1.57086 2.34447 0.10676
H 1.41578 -1.71592 -0.40216
H -1.01174 0.21422 1.87300
H -1.27323 -1.61217 1.51953
H -1.88608 -1.10246 -0.89866
H -2.66172 1.14049 -0.20713
N 0.77894 1.73030 0.22637
O 2.23375 0.01714 -0.09126
O 0.43913 -1.84411 -0.43215
O -1.79604 1.01115 -0.61257
*
```

=====

Here is how they stack up, most stable first: d, c, a, b.